{
  "formula": "C2H3ClN3OP3",
  "method": "ωB97M-V with the def2-TZVPD basis set",
  "elements": ["C", "C", "N", "N", "N", "O", "P", "P", "P", "Cl", "H", "H", "H"],
  "coordinates": [[-0.592, -1.211, -0.082], [-0.177, -1.490, 1.367], [0.959, 2.482, 0.837], [-1.015, 1.533, -0.629], [1.551, 0.598, -0.929], [-0.840, -1.979, 2.252], [2.154, 1.718, 0.079], [-0.597, 2.660, 0.453], [-0.031, 0.333, -1.090], [-0.452, -0.104, -2.936], [-1.681, -1.236, -0.183], [-0.179, -2.050, -0.659], [0.902, -1.254, 1.519]],
  "forces_ev_per_angstrom": [[-0.32, 0.35, -0.93], [0.78, 0.43, 0.12], [0.48, 1.64, 0.34], [0.91, 0.00, -0.29], [-0.89, 0.27, -0.16], [0.19, 0.56, -1.27], [-0.24, -0.90, 0.06], [-0.24, -0.85, 0.08], [-0.26, -0.85, 2.82], [-0.23, -0.47, -1.10], [0.10, -0.06, -0.01], [-0.06, -0.02, 0.09], [-0.22, -0.10, 0.25]],
  "s_squared": 2.0290,
  "e_homo_ev": [-6.848, -10.175],
  "multiplicity": 3,
  "total_energy_ha": -1801.7242,
  "mol_weight_g_mol": 213.44,
  "lumo_energy_ev": [-0.3711, -4.3421]
}


{
  "formula": "C17H18N6O3S",
  "method": "ωB97M-V with the def2-TZVPD basis set",
  "elements": ["C", "C", "C", "C", "C", "C", "N", "C", "S", "C", "C", "O", "C", "C", "N", "N", "C", "C", "O", "N", "C", "C", "O", "N", "N", "C", "C", "H", "H", "H", "H", "H", "H", "H", "H", "H", "H", "H", "H", "H", "H", "H", "H", "H", "H"],
  "coordinates": [[6.530, 1.887, -4.112], [5.313, 1.244, -3.309], [4.485, 1.941, -2.527], [3.548, 1.514, -1.834], [3.287, 0.242, -1.975], [2.335, -0.478, -1.034], [2.240, -1.999, -0.958], [1.161, -2.038, -0.250], [0.526, -3.380, 0.358], [-0.922, -2.646, 1.435], [-1.809, -1.893, 0.672], [-2.005, -2.164, -0.570], [-2.646, -1.095, 1.484], [-3.559, -0.184, 0.604], [-3.407, -0.211, -0.537], [-4.399, 0.507, 1.220], [-5.129, 1.756, 0.658], [-4.415, 0.758, 2.825], [-5.059, 1.788, 3.333], [-3.605, -0.306, 3.458], [-3.666, -0.217, 4.871], [-2.655, -1.046, 2.879], [-2.181, -1.847, 3.618], [0.571, -0.623, 0.234], [1.516, 0.049, -0.177], [4.301, -0.593, -2.610], [5.380, 0.041, -3.306], [7.330, 2.446, -3.602], [6.140, 2.742, -4.931], [7.134, 1.044, -4.882], [5.012, 3.116, -2.463], [2.984, 2.253, -1.079], [-0.385, -2.288, 2.219], [-1.220, -3.773, 1.877], [-4.066, 0.420, -1.079], [-2.830, -0.864, -0.939], [-5.633, 2.096, 1.535], [-6.000, 1.123, -0.051], [-4.404, 2.399, 0.287], [-3.375, 0.877, 5.113], [-4.685, -0.308, 5.256], [-3.008, -0.755, 5.211], [1.340, 1.089, -0.148], [4.085, -1.805, -2.695], [5.842, -0.817, -4.082]],
  "forces_ev_per_angstrom": [[-0.19, 0.82, -4.49], [5.81, 10.76, -3.44], [7.66, 10.32, -2.95], [-6.39, 3.75, 5.98], [0.35, -8.48, 1.95], [3.32, -3.31, -2.09], [-0.49, 5.77, -0.62], [-1.09, 5.34, 1.17], [-2.93, -3.15, 2.01], [3.92, -7.85, -0.37], [-3.38, -0.51, -1.96], [0.98, 0.74, 2.05], [-1.12, 2.61, -4.48], [4.03, -4.88, 14.64], [-2.92, 4.68, -13.94], [-5.43, 7.34, 6.92], [-2.83, -6.42, -1.00], [0.32, 0.76, -0.42], [3.74, -6.50, -2.40], [-5.84, 6.84, -0.77], [-5.91, 8.41, -1.94], [-1.24, -1.56, -2.22], [3.03, -2.26, 1.99], [-1.96, -7.93, 1.79], [1.97, 5.95, -3.40], [-2.57, -2.07, -0.06], [-2.44, -16.95, -1.50], [-0.52, -0.53, 0.48], [0.75, -2.26, 2.11], [-2.01, 2.35, 2.56], [-2.38, -3.04, 0.12], [1.10, -1.84, -1.81], [0.92, 1.79, 2.10], [-0.23, 3.18, -1.30], [1.41, -1.28, 0.29], [2.22, -2.62, -1.76], [-0.42, 0.73, -0.04], [2.54, 2.84, 1.33], [0.80, 1.32, -1.34], [-0.44, -1.57, 0.02], [0.28, -0.50, -0.05], [6.37, -6.03, 4.10], [0.74, -1.37, -0.05], [0.69, 3.55, 0.48], [-0.25, 3.04, 2.29]],
  "e_homo_ev": -7.269,
  "total_energy_ha": -1610.5767,
  "mol_weight_g_mol": 386.44,
  "lumo_energy_ev": 0.2114
}


{
  "formula": "C9H15BrINO",
  "method": "ωB97M-V with the def2-TZVPD basis set",
  "elements": ["C", "C", "C", "C", "C", "C", "C", "C", "C", "N", "O", "Br", "I", "H", "H", "H", "H", "H", "H", "H", "H", "H", "H", "H", "H", "H", "H", "H"],
  "coordinates": [[-2.350, -1.457, 0.385], [-0.965, -1.438, 0.386], [-0.062, -0.871, 1.502], [0.233, 0.651, 1.373], [-2.599, -1.714, -2.113], [0.723, 1.138, 0.084], [-0.207, 0.959, -1.124], [1.155, 2.555, 0.248], [2.004, 0.331, -0.223], [-2.969, -1.895, -0.902], [-3.175, -1.371, 1.282], [0.536, 1.009, -2.947], [-2.107, 2.117, -1.000], [-0.395, -1.881, -0.532], [-0.609, -0.103, -1.203], [-0.683, -1.134, 2.521], [0.875, -1.404, 1.421], [-0.817, 1.040, 1.548], [0.900, 1.074, 2.238], [-3.260, -2.185, -2.845], [-1.662, -1.315, -2.459], [1.365, 3.011, -0.716], [2.073, 2.669, 0.747], [0.426, 3.283, 0.625], [2.669, 0.780, -0.969], [1.762, -0.793, -0.504], [2.553, 0.245, 0.647], [-3.878, -2.281, -0.845]],
  "forces_ev_per_angstrom": [[1.74, -0.89, 0.88], [1.13, -0.43, -1.79], [-2.08, -0.89, 1.06], [-3.05, -0.41, 3.24], [-0.67, -1.25, -0.20], [1.89, -0.03, -1.96], [-1.91, -1.78, -0.35], [-0.81, 2.09, -1.52], [-1.05, -2.20, -2.26], [1.58, 0.81, -1.57], [-0.96, 0.74, 0.60], [0.16, 0.63, 0.33], [0.96, -0.44, -0.09], [-1.25, 0.77, 1.66], [0.59, 1.94, 0.82], [1.96, 0.84, -2.21], [0.15, -0.46, 0.56], [1.18, 0.34, -0.02], [-1.13, -0.97, -1.59], [0.22, 0.49, -0.09], [0.20, 0.40, 0.39], [0.15, -0.17, -0.59], [1.07, -0.12, 1.17], [-0.14, -0.64, 0.51], [-0.44, -0.16, -0.07], [0.44, 2.31, 0.19], [1.20, -0.03, 2.04], [-1.12, -0.48, 0.87]],
  "e_homo_ev": [-7.176, -7.176],
  "total_energy_ha": -3353.5020,
  "mol_weight_g_mol": 360.03,
  "lumo_energy_ev": [-0.9524, -0.9529]
}


{
  "formula": "C12H21NO",
  "method": "ωB97M-V with the def2-TZVPD basis set",
  "elements": ["C", "C", "C", "C", "C", "C", "C", "N", "C", "O", "C", "C", "C", "C", "H", "H", "H", "H", "H", "H", "H", "H", "H", "H", "H", "H", "H", "H", "H", "H", "H", "H", "H", "H", "H"],
  "coordinates": [[0.620, 0.197, -2.747], [0.965, -0.382, -1.420], [0.436, 0.610, -0.271], [1.007, 2.118, -0.156], [2.539, 1.989, 0.020], [2.942, 0.860, 1.022], [1.747, 0.322, 1.865], [0.551, 0.027, 1.073], [-0.346, -0.951, 1.524], [-0.290, -1.311, 2.653], [-1.186, -1.729, 0.647], [-2.495, -1.369, 0.295], [-3.170, -0.200, 1.053], [-3.322, -2.270, -0.665], [0.944, -0.452, -3.546], [1.114, 1.182, -2.864], [-0.474, 0.296, -2.895], [0.665, -1.357, -1.362], [2.051, -0.432, -1.216], [-0.647, 0.826, -0.400], [0.534, 2.520, 0.805], [0.813, 2.661, -1.123], [2.916, 2.839, 0.511], [3.171, 1.769, -0.879], [3.602, 1.280, 1.725], [3.289, -0.053, 0.415], [1.428, 1.155, 2.413], [2.021, -0.493, 2.462], [-0.690, -2.605, 0.176], [-3.914, 0.302, 0.386], [-2.495, 0.678, 1.356], [-3.619, -0.587, 1.962], [-4.372, -2.427, -0.315], [-2.811, -3.222, -0.953], [-3.522, -1.790, -1.551]],
  "forces_ev_per_angstrom": [[-0.09, 0.69, -0.84], [1.39, 4.12, 1.66], [-1.09, 0.26, 0.17], [0.75, -2.15, -0.76], [0.26, -1.40, 0.41], [-2.30, -2.50, -1.88], [-0.37, 1.64, -2.10], [-0.63, -1.37, -1.29], [2.25, 1.48, -1.09], [0.19, -0.72, 3.41], [-3.87, 0.46, -3.47], [2.57, -1.34, 1.17], [0.65, 1.10, -1.35], [0.22, -0.60, 2.36], [0.30, -0.11, -0.39], [-0.44, -0.44, -0.20], [0.49, 0.16, 0.31], [-1.41, -2.38, 0.76], [-0.20, 0.10, -0.59], [0.42, -0.64, -0.31], [0.52, -0.13, -1.72], [-0.30, -0.18, 1.36], [0.49, 1.62, 0.00], [-1.07, 0.65, 0.31], [1.43, -0.10, 0.67], [0.31, 1.43, 1.17], [-0.03, 1.08, 1.90], [0.23, -1.10, 0.95], [-0.51, 0.61, 0.42], [0.17, -0.61, 0.65], [-0.47, -1.60, -0.40], [-0.32, 0.05, 0.02], [0.94, -0.34, 0.33], [-0.44, 0.72, 0.68], [-0.05, 1.53, -2.31]],
  "e_homo_ev": -8.532,
  "total_energy_ha": -599.7615,
  "mol_weight_g_mol": 195.31,
  "lumo_energy_ev": 0.7949
}


Taking the records one at a time from the top gives relative energy (zero: lowest compared OMol25 entry of this formula, charge and spin) values of 0.0000 13.6669 2.7947 2.7366 eV.